A 2-piece molecular cluster, C3H11NO3 overall. Source: OMol25; level of theory: wB97M-V/def2-TZVPD.

Properties
- SMILES: OCCNCO.O
- Orbital gap: 10.18 eV
- Calculated total energy: -10921.079 eV

Each atom is followed by the atoms it is bonded to, with distances in Å.
CARTESIAN COORDINATES (ANGSTROEM)
1 C 0.788 0.647 0.691  C2 1.538, N4 1.476, H7 1.088, H8 1.096
2 C -0.059 1.054 1.908  C1 1.538, O3 1.413, H9 1.091, H10 1.096
3 O -1.246 1.683 1.469  C2 1.413, H11 0.952
4 N -0.090 -0.144 -0.192  C1 1.476, C5 1.464, H12 1.018
5 C 0.560 -0.527 -1.447  N4 1.464, O6 1.429, H13 1.093, H14 1.089
6 O 1.447 0.496 -1.904  C5 1.429, H15 0.984
7 H 1.625 -0.014 0.907  C1 1.088
8 H 1.226 1.593 0.353  C1 1.096
9 H -0.329 0.187 2.513  C2 1.091
10 H 0.615 1.656 2.527  C2 1.096
11 H -1.323 2.507 1.941  O3 0.952
12 H -0.853 0.483 -0.437  N4 1.018
13 H -0.206 -0.661 -2.214  C5 1.093
14 H 1.046 -1.480 -1.244  C5 1.089
15 H 2.079 0.035 -2.501  O6 0.984
16 H -1.815 -3.081 -1.004  O18 0.951
17 H -1.412 -1.973 0.002  O18 0.965
18 O -1.178 -2.845 -0.338  H16 0.951, H17 0.965

Atomic partial charges in e from the Mulliken method, atoms 1 to 6: atom 1 (C): -0.544, atom 2 (C): -0.518, atom 3 (O): -0.520, atom 4 (N): -0.185, atom 5 (C): -0.516, atom 6 (O): -0.529



A 3-piece molecular cluster, C3H11NO3 overall. Source: OMol25; level of theory: wB97M-V/def2-TZVPD.

Properties
- Orbital gap (spin up / spin down): 9.58 / 4.20 eV
- Expectation value of S²: 0.7555
- Calculated total energy: -10910.527 eV
- Net charge: +1
- Multiplicity: 2

Each atom is followed by the atoms it is bonded to, with distances in Å.
CARTESIAN COORDINATES (ANGSTROEM)
1 O 0.946 -1.139 -0.778  C2 1.222
2 C 1.561 -0.083 -0.753  O1 1.222, C3 1.542, H6 1.068
3 C 0.943 1.327 -0.849  C2 1.542, C4 1.541, N5 1.477, H7 1.197
4 C -0.577 1.280 -0.600  C3 1.541, H8 1.112, H9 1.122, H10 1.164
5 N 1.615 2.213 0.123  C3 1.477, H11 1.015, H12 1.051
6 H 2.617 -0.099 -0.593  C2 1.068
7 H 1.117 1.684 -1.978  C3 1.197
8 H -0.966 0.863 0.355  C4 1.112
9 H -1.163 0.863 -1.461  C4 1.122
10 H -0.967 2.376 -0.539  C4 1.164
11 H 1.420 1.943 1.082  N5 1.015
12 H 1.212 3.177 0.011  N5 1.051
13 H -0.113 -1.498 2.184  O15 0.906
14 H -1.509 -1.083 2.036  O15 1.058
15 O -0.894 -1.768 2.557  H13 0.906, H14 1.058
16 H -2.160 -2.328 0.131  O18 1.029
17 H -1.963 -1.394 -1.022  O18 0.998
18 O -2.601 -1.485 -0.261  H16 1.029, H17 0.998

Atomic partial charges in e from the Mulliken method, atoms 1 to 6: atom 1 (O): -0.336, atom 2 (C): -0.173, atom 3 (C): 0.446, atom 4 (C): -1.066, atom 5 (N): -0.246, atom 6 (H): 0.430



A 3-piece molecular cluster, C3H11NO3S overall. Source: OMol25; level of theory: wB97M-V/def2-TZVPD.

Properties
- Orbital gap: 6.09 eV
- Calculated total energy: -21755.369 eV
- Net charge: -2

Each atom is followed by the atoms it is bonded to, with distances in Å.
CARTESIAN COORDINATES (ANGSTROEM)
1 C -1.956 0.175 0.000  C2 1.578, N4 1.489, H7 1.125, H8 1.126
2 C -3.295 -0.320 -0.670  C1 1.578, S3 1.884, H9 0.999, H10 1.156
3 S -4.500 1.096 -0.974  C2 1.884
4 N -0.911 -0.741 0.535  C1 1.489, C5 1.495, H11 1.081
5 C 0.218 -0.978 -0.417  N4 1.495, O6 1.412, H12 1.038, H13 1.019
6 O 0.991 0.182 -0.637  C5 1.412, H17 1.047
7 H -2.315 0.738 0.906  C1 1.125
8 H -1.597 0.893 -0.789  C1 1.126
9 H -3.010 -0.734 -1.533  C2 0.999
10 H -3.833 -1.103 -0.011  C2 1.156
11 H -0.485 -0.201 1.369  N4 1.081
12 H 0.664 -1.793 0.047  C5 1.038
13 H -0.350 -1.312 -1.194  C5 1.019
14 H 4.565 1.988 -0.648  O16 0.962
15 H 4.359 0.828 0.545  O16 1.022
16 O 4.967 1.506 0.081  H14 0.962, H15 1.022
17 H 1.733 0.117 0.099  O6 1.047
18 H 2.051 -0.017 1.957  O19 0.956
19 O 2.705 -0.325 1.332  H18 0.956

Atomic partial charges in e from the Mulliken method, atoms 1 to 6: atom 1 (C): -0.218, atom 2 (C): -0.864, atom 3 (S): -0.761, atom 4 (N): -0.432, atom 5 (C): -0.691, atom 6 (O): -0.584



A 3-piece molecular cluster, C3H11NO3S overall. Source: OMol25; level of theory: wB97M-V/def2-TZVPD.

Properties
- SMILES: O=CNCCS.O.O
- Orbital gap: 9.67 eV
- Calculated total energy: -21756.927 eV

Each atom is followed by the atoms it is bonded to, with distances in Å.
CARTESIAN COORDINATES (ANGSTROEM)
1 O 2.508 -0.609 -1.305  C2 1.211
2 C 1.396 -0.256 -0.981  O1 1.211, N3 1.353, H7 1.096
3 N 1.104 0.750 -0.125  C2 1.353, C4 1.445, H8 1.004
4 C -0.203 0.850 0.483  N3 1.445, C5 1.548, H9 1.087, H10 1.090
5 C -0.510 -0.346 1.416  C4 1.548, S6 1.816, H11 1.084, H12 1.088
6 S -2.243 -0.888 1.425  C5 1.816, H13 1.346
7 H 0.560 -0.815 -1.419  C2 1.096
8 H 1.902 1.286 0.166  N3 1.004
9 H -1.020 1.044 -0.207  C4 1.087
10 H -0.164 1.704 1.159  C4 1.090
11 H -0.233 -0.135 2.443  C5 1.084
12 H 0.037 -1.221 1.071  C5 1.088
13 H -2.998 0.179 1.102  S6 1.346
14 H -2.465 1.438 -2.851  O16 0.957
15 H -3.767 1.012 -3.366  O16 0.970
16 O -3.350 1.269 -2.529  H14 0.957, H15 0.970
17 H 3.256 -2.267 0.618  O19 0.966
18 H 3.125 -1.026 1.384  O19 0.954
19 O 3.066 -1.969 1.516  H17 0.966, H18 0.954

Atomic partial charges in e from the Mulliken method, atoms 1 to 6: atom 1 (O): -0.572, atom 2 (C): -0.081, atom 3 (N): -0.108, atom 4 (C): -0.478, atom 5 (C): -0.380, atom 6 (S): -0.267



| no. | F_max (eV Å⁻¹) |
| --- | --- |
| 1 | 1.89 |
| 2 | 5.44 |
| 3 | 4.78 |
| 4 | 1.58 |